[1]
One molecule with the formula C4H8NO3P, computed with ωB97M-V/def2-TZVPD.

Last column: Mulliken charge in e.
Positions of all 17 atoms, in Å:
P 1.28457 -1.04778 0.73909  0.11
O 1.82963 -1.92386 -0.54687  -0.50
O 2.98465 1.93175 -0.55855  -0.42
O 2.40417 0.16569 0.77881  -0.21
N -0.48631 -0.68478 -1.36971  -0.48
C -0.79646 0.91473 0.43939  -0.65
C 0.06533 -0.07443 -0.28916  0.60
C 2.20696 1.10418 -0.22358  0.19
C -2.11309 0.29887 0.92072  -1.07
H -1.91418 -0.51160 1.62051  0.31
H -0.24099 1.29870 1.29833  0.33
H -2.68376 -0.10148 0.08347  0.31
H -2.71783 1.05431 1.42024  0.36
H -1.22074 -0.19736 -1.86279  0.24
H 0.12694 -1.25503 -1.92844  0.22
H 2.28573 -2.72941 -0.29796  0.32
H -1.01462 1.75748 -0.22351  0.35

Properties
E_HOMO (spin up / spin down)	-7.374 / -7.378	eV
ΔE to the lowest compared entry with this formula, charge and spin	100.84	kJ/mol
gap between HOMO and LUMO (spin up / spin down)	7.8 / 7.8	eV


[2]
A 2-piece molecular cluster, C4H13N2 overall, computed with ωB97M-V/def2-TZVPD.

Last column: Mulliken charge in e.
Positions of all 19 atoms, in Å:
N 0.69455 -0.69500 0.81868  -0.13
N -1.24653 0.68880 -0.16320  -0.32
C -1.34635 0.37424 -1.52316  -0.31
C 0.00243 0.53114 -2.26130  -0.97
C 1.37626 0.53843 1.11272  -0.80
C 0.35283 -1.49780 1.99538  -0.88
H 1.21637 -1.65427 2.63815  0.39
H 2.12698 0.76461 0.36233  0.27
H 0.59187 1.32968 1.06308  0.33
H 0.16153 1.59266 -2.44843  0.30
H 0.02091 -2.47544 1.64561  0.32
H -0.45350 -1.03408 2.55270  0.36
H -0.01602 -0.00239 -3.20428  0.37
H -1.60732 -0.71177 -1.51682  0.33
H -2.16518 0.95938 0.21159  0.24
H 0.84018 0.16879 -1.67042  0.29
H 1.76941 0.55344 2.08782  0.44
H -0.20021 -0.37508 0.34878  0.36
H -2.11820 0.94467 -2.04924  0.41

Properties
E_HOMO	-13.915	eV
ΔE to the lowest compared entry with this formula, charge and spin	609.53	kJ/mol
total charge	+1
gap between HOMO and LUMO	5.6	eV


[3]
C26H40F3GaN4OPS4Sb as an isolated structure, computed with ωB97M-V/def2-TZVPD.

Last column: Mulliken charge in e.
Positions of all 81 atoms, in Å:
Sb -0.07301 3.86996 -3.83792  0.41
Ga 0.14315 1.25239 -1.94569  0.10
S -0.44642 1.51847 -4.15879  -0.53
S -2.09220 4.97724 -3.88516  -0.56
S 1.11705 -2.23461 -2.83786  0.62
S 0.73107 3.66591 -1.65109  -0.59
P -1.82798 0.50132 0.50581  0.13
F 7.76081 -3.13097 1.55668  -0.28
F 7.99509 -1.25555 2.61271  -0.27
F 8.89242 -1.51976 0.66979  -0.26
O -0.03337 -1.34994 -2.45307  -0.45
N -2.52275 1.73128 1.41583  0.09
N -0.77232 -0.21398 1.60311  1.45
N -1.25326 0.84453 -0.84326  -0.41
N -3.07870 -0.63173 0.37958  0.50
C -4.50764 -0.41091 0.52267  -1.22
C -0.29325 -0.85843 3.92305  -0.76
C 4.25173 -0.28724 -0.51120  0.34
C 6.16878 0.05063 0.92766  -0.79
C -4.90966 -1.36941 -1.76469  -1.13
C -3.40168 -1.57408 -1.89678  -0.21
C 2.02712 0.63710 -1.63002  -1.26
C -3.41739 2.63247 0.66429  -0.67
C -0.99742 3.63863 1.90298  -0.21
C -5.20854 -0.20509 -0.82222  -0.32
C 6.54060 -1.27667 0.75294  0.34
C -1.77844 2.45130 2.45525  -0.44
C 1.52818 -0.80796 2.19992  -0.34
C -2.76868 -1.75003 -0.52048  -0.55
C 1.02603 -1.48262 3.47541  -0.92
C 5.78081 -2.10900 -0.05352  -0.87
C -1.31509 -0.86770 2.78903  -1.07
C 0.45178 -0.85114 1.12348  0.91
C 3.04866 0.21396 -1.12722  0.55
C 5.03468 0.53953 0.30225  -0.52
C 2.05015 -1.36263 -4.09461  -0.91
C -1.92579 4.59645 1.16540  -1.05
C -2.69657 3.84362 0.08815  0.31
C 4.64460 -1.61693 -0.67763  -0.21
C 7.78924 -1.79524 1.39795  0.92
C 0.39586 -3.46579 -3.89691  -1.16
H 4.72939 1.56859 0.43890  0.54
H -5.36748 -2.28238 -1.35868  0.34
H 6.76099 0.69824 1.56137  0.39
H 0.24849 -1.90742 0.87149  0.18
H 2.43784 -1.29423 1.83578  0.19
H 1.17500 -4.14081 -4.25610  0.42
H 4.03235 -2.26659 -1.28944  0.38
H 6.06889 -3.14468 -0.18290  0.40
H -3.18479 -2.44768 -2.52004  0.40
H -3.14054 -2.67592 -0.05731  0.51
H 0.85643 -2.54721 3.26401  0.29
H 1.33406 -0.74512 -4.64337  0.23
H -0.11533 0.17811 4.22862  0.27
H -4.22178 2.94912 1.34262  0.38
H 1.77078 -1.43426 4.27374  0.43
H -4.84571 0.71767 -1.28336  0.25
H 1.77561 0.24177 2.40141  0.22
H -3.42366 4.49739 -0.40209  0.50
H -0.10888 -2.96120 -4.72373  0.29
H -1.99837 3.50048 -0.67959  -0.42
H -6.28654 -0.09474 -0.66745  0.40
H -1.36205 5.41886 0.72139  0.40
H -0.32596 -4.00936 -3.28954  0.35
H -3.88067 2.08012 -0.14683  0.00
H -0.47745 4.14633 2.72170  0.47
H -2.23420 -0.36719 3.09060  0.48
H -5.36427 -1.19614 -2.74348  0.44
H -4.67940 0.42075 1.20208  0.42
H 2.54935 -2.08166 -4.74650  0.49
H 2.76986 -0.71696 -3.59387  0.20
H -2.63034 5.03493 1.88694  0.33
H -2.93411 -0.70421 -2.36686  0.02
H -4.94471 -1.30230 0.99945  0.53
H -1.58469 -1.90997 2.54911  0.38
H 0.78481 -0.36781 0.21377  -1.28
H -2.50535 2.80553 3.19974  0.36
H -1.10804 1.76068 2.95652  -0.13
H -1.68797 -1.83964 -0.62957  -0.11
H -0.23831 3.26810 1.20605  -0.07
H -0.70089 -1.38660 4.78965  0.39

Properties
E_HOMO (spin up / spin down)	-4.687 / -4.894	eV
ΔE to the lowest compared entry with this formula, charge and spin	0.00	kJ/mol
total charge	-1
gap between HOMO and LUMO (spin up / spin down)	6.7 / 5.9	eV
multiplicity	2


[4]
Cl2O4P as an isolated structure, computed with ωB97M-V/def2-TZVPD.

Last column: Mulliken charge in e.
Positions of all 7 atoms, in Å:
Cl -0.69289 2.29212 -0.29143  -0.03
Cl 0.19111 -1.88046 -0.98176  0.02
P 0.53164 -0.03141 0.48425  0.95
O 1.72493 0.64634 -0.03443  -0.61
O -1.30386 -1.26546 -1.14628  -0.61
O 0.35900 -0.53458 1.85822  -0.60
O -0.80992 0.77346 0.11143  -0.13

Properties
E_HOMO	-4.595	eV
ΔE to the lowest compared entry with this formula, charge and spin	210.25	kJ/mol
total charge	-1
gap between HOMO and LUMO	8.0	eV


The records above give, respectively, molar mass values of 149.1 89.2 832.4 165.9 g mol⁻¹.